ORCA calculation (wB97M-V/def2-TZVPD) on one molecule with the formula C4H9NOS at a distorted geometry.

XYZ file:
```
16
Properties=species:S:1:pos:R:3
O -0.4493 0.8649 1.5455
C -0.5373 1.1761 0.3738
N 0.1377 0.5708 -0.6366
C 0.4801 -0.8752 -0.7720
C 0.7689 -1.4892 0.5809
S 1.3957 -3.2169 0.3579
C -1.5442 2.2239 -0.0680
H 0.1487 1.0805 -1.5041
H 1.2898 -0.8267 -1.4935
H -0.4305 -1.3335 -1.1698
H 1.4938 -0.9473 1.1677
H -0.1515 -1.6397 1.1316
H 2.5886 -3.0251 0.9293
H -1.0633 2.9094 -0.7695
H -1.7308 2.8252 0.8205
H -2.3964 1.7029 -0.4939
```

Computed properties:
- electronic energy (a.u.) = -685.98668
- maximum force (eV Å⁻¹) = 2.1
- net charge = 0
- SMILES string = CC(=O)NCCS
- molar mass (g/mol) = 119.19
- LUMO level (Ha) = 0.0271

=====

ORCA calculation (wB97M-V/def2-TZVPD) on a 10-piece molecular cluster, C46H85N3O20 overall at a distorted geometry.

XYZ file:
```
154
Properties=species:S:1:pos:R:3
C 2.8868 5.8795 3.7769
C 3.1312 4.5076 3.6402
C 3.6415 4.0240 2.4585
C 3.9299 4.9162 1.3763
C 3.7031 6.2981 1.6139
C 3.2843 6.8131 2.8493
N 4.4268 4.3236 0.0798
O 4.2740 3.1483 -0.2119
O 4.8359 5.1412 -0.6850
H 2.3515 6.2112 4.6542
H 2.7047 3.9102 4.4324
H 3.6164 2.9445 2.4341
H 3.9158 6.9237 0.7596
H 3.1926 7.8792 2.9963
C 10.1454 -0.9324 -3.4629
C 9.0959 -0.1568 -3.0145
C 8.0739 -0.7095 -2.1938
C 8.1223 -2.1215 -1.9252
C 9.1822 -2.9120 -2.3923
C 10.2558 -2.3247 -3.1129
N 7.0834 -2.6928 -1.0528
O 6.4422 -1.8337 -0.4298
O 6.8394 -3.9176 -0.9222
H 10.8546 -0.5346 -4.1736
H 9.0510 0.8823 -3.3052
H 7.2250 -0.1445 -1.8381
H 9.0598 -3.9528 -2.1315
H 11.1243 -2.9482 -3.2656
C 0.8057 -1.0479 3.0105
C -0.4628 -0.4624 3.1843
C -1.0535 0.4243 2.3011
C -0.3208 0.7258 1.1725
C 0.8286 -0.0760 0.8685
C 1.4725 -0.8834 1.8052
N -0.7506 1.8169 0.2979
O -1.6651 2.5878 0.7007
O -0.1817 1.9350 -0.8156
H 1.2228 -1.7035 3.7606
H -0.8993 -0.4313 4.1717
H -2.0485 0.7202 2.5992
H 1.4545 0.1062 0.0075
H 2.4431 -1.2911 1.5642
C -2.6367 -3.4413 -1.0592
O -3.6167 -2.5369 -0.5973
C -4.3207 -2.0481 -1.6487
C -5.2671 -1.0478 -1.0276
O -6.3533 -1.5409 -0.2798
C -6.3345 -2.6405 0.5322
H -2.9029 -4.3260 -1.6376
H -2.0876 -3.8028 -0.1898
H -1.7279 -3.0368 -1.5048
H -5.0392 -2.8050 -1.9630
H -3.7755 -1.6740 -2.5153
H -5.8268 -0.7347 -1.9090
H -4.7151 -0.2859 -0.4773
H -6.7419 -3.5453 0.0812
H -7.0305 -2.2959 1.2971
H -5.3510 -2.7237 0.9946
C -1.1070 7.8399 -0.9025
O -2.1716 7.7448 -1.8675
C -1.6692 6.9293 -2.9424
C -2.9082 6.7318 -3.7376
O -3.6162 5.5643 -3.1798
C -4.5662 5.8958 -2.1609
H -0.7082 6.8994 -0.5222
H -1.3236 8.4724 -0.0416
H -0.2897 8.3581 -1.4041
H -1.2295 5.9975 -2.5867
H -0.8790 7.4054 -3.5229
H -2.6746 6.4462 -4.7632
H -3.6839 7.4759 -3.9185
H -4.9859 5.1530 -1.4825
H -5.4920 6.3583 -2.5032
H -4.2195 6.6137 -1.4175
C -5.8903 0.7983 5.4131
O -4.6773 0.2700 6.0489
C -5.1152 -0.8437 6.8934
C -4.0608 -1.3805 7.9361
O -2.9233 -2.1957 7.3063
C -1.9848 -2.7714 8.1696
H -6.1917 -0.0554 4.8061
H -5.5400 1.6607 4.8460
H -6.7175 1.1474 6.0311
H -5.4279 -1.5555 6.1293
H -6.0277 -0.5629 7.4192
H -4.6451 -1.9478 8.6606
H -3.6958 -0.5923 8.5947
H -1.2806 -3.5373 7.8444
H -2.6270 -3.1049 8.9848
H -1.4676 -1.9132 8.5986
C -1.3595 -9.7860 2.4928
O -0.5880 -8.7472 2.9640
C 0.5582 -8.5088 2.0803
C 1.1102 -7.1070 2.5237
O 2.2889 -7.2882 3.2100
C 3.0206 -6.1492 3.6014
H -2.0262 -9.3847 1.7295
H -2.0480 -10.1693 3.2459
H -0.8573 -10.6514 2.0603
H 0.2882 -8.4962 1.0244
H 1.3215 -9.2868 2.0941
H 0.4257 -6.6348 3.2284
H 1.3049 -6.5102 1.6326
H 3.1414 -5.3720 2.8468
H 4.0027 -6.4217 3.9878
H 2.5418 -5.7941 4.5139
C 0.9286 -2.2950 -5.0226
O -0.2940 -2.7652 -5.6427
C -0.1723 -3.3727 -6.8805
C -1.5592 -3.7494 -7.3547
O -1.4084 -4.1760 -8.6930
C -2.5688 -3.9911 -9.6280
H 1.6139 -3.1375 -4.9296
H 0.6513 -1.8487 -4.0677
H 1.5517 -1.5516 -5.5197
H 0.3526 -4.3269 -6.8358
H 0.2403 -2.6365 -7.5703
H -2.2806 -2.9462 -7.5046
H -1.9798 -4.5225 -6.7116
H -3.4805 -4.2988 -9.1160
H -2.4180 -4.4083 -10.6237
H -2.7336 -2.9219 -9.7618
C 0.1608 2.5790 -6.8773
O 0.9692 2.4911 -8.0246
C 1.0791 1.2175 -8.5799
C 1.8296 1.1925 -9.9294
O 2.0978 -0.0316 -10.6091
C 1.0044 -0.8827 -11.0640
H 0.1866 3.5906 -6.4721
H 0.2788 1.8591 -6.0675
H -0.8674 2.4542 -7.2168
H 0.1133 0.7303 -8.7144
H 1.4685 0.4814 -7.8765
H 2.8408 1.4441 -9.6095
H 1.4483 2.0103 -10.5409
H 1.3594 -1.7361 -11.6418
H 0.3239 -0.2761 -11.6614
H 0.3940 -1.2719 -10.2491
C -1.6856 4.5574 5.8650
O -0.7912 4.6242 6.9630
C -1.1578 3.7610 8.0570
C -0.1711 3.6490 9.2944
O 1.0754 3.2538 8.7989
C 1.9436 2.6207 9.7317
H -1.2823 5.2086 5.0895
H -2.7492 4.7500 6.0051
H -1.7047 3.5311 5.4984
H -1.4100 2.7117 7.9039
H -2.1335 4.0780 8.4252
H -0.6553 3.0052 10.0287
H 0.0527 4.6201 9.7361
H 2.2311 3.1625 10.6327
H 2.8787 2.3405 9.2468
H 1.5325 1.6719 10.0765
```

Computed properties:
- electronic energy (a.u.) = -3471.91604
- maximum force (eV Å⁻¹) = 3.4
- net charge = 0
- SMILES string = O=[N+]([O-])c1ccccc1.O=[N+]([O-])c1ccccc1.O=[N+]([O-])c1ccccc1.COCCOC.COCCOC.COCCOC.COCCOC.COCCOC.COCCOC.COCCOC
- molar mass (g/mol) = 1000.19
- LUMO level (Ha) = -0.0280